Record 1
Density functional theory data (the ωB97M-V functional and the def2-TZVPD basis) for C5H5NO2 as an isolated structure in a non-equilibrium geometry.

ORCA input file:
```
! RIJCOSX wB97M-V def2-TZVPD def2/J DEFGRID3
* xyz 0 1
C 0.22 -0.53 -0.02
C -0.51 0.58 -0.08
C 1.72 0.11 -0.08
C 0.96 -1.78 0.05
C -1.95 1.08 -0.03
N 1.68 1.40 0.01
O 0.33 1.69 0.02
O 2.30 -1.16 -0.05
H 0.99 -2.24 0.94
H 1.01 -2.59 -0.81
H -2.15 1.57 0.83
H -2.03 1.67 -0.82
H -2.57 0.18 0.04
*
```

Summary:
LUMO in eV: 0.72
Energy relative to the best compared isomer or geometry (same formula, charge and spin) in eV: 5.929
Total energy in Ha: -398.560577
HOMO in eV: -9.7

Here are the Löwdin charges for atoms 1 to 8, given in e: atom 1 (C): 0.00, atom 2 (C): -0.23, atom 3 (C): -0.20, atom 4 (C): -0.09, atom 5 (C): 0.03, atom 6 (N): 0.12, atom 7 (O): -0.06, atom 8 (O): 0.00

***

Record 2
Density functional theory data (the ωB97M-V functional and the def2-TZVPD basis) for one molecule with the formula C5H5NO2 in a non-equilibrium geometry.

ORCA input file:
```
! RIJCOSX wB97M-V def2-TZVPD def2/J DEFGRID3
* xyz 0 1
C -0.21 -0.95 -1.40
N 1.03 -1.21 -1.86
O 1.72 -0.21 -1.26
C 1.08 0.47 -0.22
C -0.19 0.01 -0.29
C -1.29 0.47 0.67
C -1.02 0.01 2.13
O -0.93 1.33 1.70
H -0.96 -1.61 -1.52
H 1.37 1.26 0.45
H -2.23 0.55 0.14
H -1.75 -0.28 2.89
H -0.17 -0.50 2.28
*
```

Summary:
SMILES: c1nocc1[C@H]1CO1
LUMO in eV: 0.87
Energy relative to the best compared isomer or geometry (same formula, charge and spin) in eV: 4.739
Total energy in Ha: -398.604329
HOMO in eV: -9.7

Here are the Löwdin charges for atoms 1 to 8, given in e: atom 1 (C): -0.05, atom 2 (N): 0.09, atom 3 (O): -0.10, atom 4 (C): 0.01, atom 5 (C): -0.16, atom 6 (C): -0.20, atom 7 (C): -0.08, atom 8 (O): -0.03